Below is a cluster of 2 separate species, C20H24N3S2 in total in a non-equilibrium geometry, with properties calculated with ωB97M-V/def2-TZVPD.

charge: +1
HOMO-LUMO gap: 5.099 eV
E: -1736.907046 Ha
maximum force: 0.0253 Eh/bohr

Cartesian coordinates (Å):
C 4.522 1.324 0.675
C 3.826 2.529 0.489
C 2.600 2.735 1.133
C 2.065 1.739 1.955
C 0.742 1.964 2.650
N -0.351 1.463 1.845
C -1.534 1.638 2.344
N -2.671 1.248 1.692
C -3.873 1.527 2.429
C -3.357 2.174 3.713
N -1.930 2.190 3.528
C 2.746 0.529 2.129
C 3.979 0.325 1.497
H 5.483 1.163 0.182
H 4.238 3.314 -0.150
H 2.043 3.669 1.008
H 0.795 1.431 3.618
H 0.650 3.053 2.823
H -2.604 0.819 0.782
H -4.535 2.212 1.891
H -4.425 0.610 2.658
H -3.766 3.179 3.833
H -3.641 1.574 4.581
H -1.271 2.560 4.199
H 2.301 -0.243 2.764
H 4.512 -0.615 1.658
C 4.282 -3.898 2.500
C 3.176 -4.461 3.150
C 1.930 -4.485 2.529
C 1.760 -3.924 1.246
C 0.442 -3.916 0.602
S 0.361 -3.262 -0.977
C -1.408 -3.230 -1.405
C -2.123 -4.523 -1.044
C -2.347 -4.514 0.456
S -0.822 -4.716 1.431
C 2.883 -3.381 0.588
C 4.126 -3.363 1.214
H 5.257 -3.876 2.988
H 3.278 -4.888 4.148
H 1.079 -4.942 3.041
H -1.848 -2.366 -0.891
H -1.406 -3.058 -2.487
H -3.090 -4.561 -1.559
H -1.539 -5.395 -1.349
H -2.801 -3.569 0.783
H -2.973 -5.357 0.774
H 2.780 -2.969 -0.419
H 4.976 -2.927 0.687

Below is the molecule CHCl2OP in a non-equilibrium geometry, with properties calculated with ωB97M-V/def2-TZVPD.

HOMO-LUMO gap (spin up / spin down): 6.991 / 6.992 eV
E: -1375.615569 Ha
maximum force: 0.0853 Eh/bohr

Cartesian coordinates (Å):
C 0.681 0.364 0.077
O -1.920 0.166 0.869
P -1.240 0.347 -0.368
Cl -0.387 -1.665 -0.941
Cl 2.095 0.481 -0.767
H 0.771 0.306 1.130

Below is the molecule C24H26F2N4O2 in a non-equilibrium geometry, with properties calculated with ωB97M-V/def2-TZVPD.

SMILES: OCC[C@@H]1CN(Cc2ccc(Oc3ncccn3)cc2)CCN1Cc1ccc(F)c(F)c1
HOMO-LUMO gap: 8.687 eV
E: -1499.363886 Ha
maximum force: 0.0232 Eh/bohr

Cartesian coordinates (Å):
O 6.497 1.009 1.206
C 5.857 -0.233 1.379
C 5.124 -0.712 0.125
C 3.798 0.032 -0.115
C 2.660 -0.642 0.675
N 2.432 -1.973 0.150
C 1.536 -2.793 0.956
C 0.063 -2.502 0.779
C -0.549 -1.414 1.392
C -1.891 -1.141 1.194
C -2.647 -1.972 0.380
O -4.017 -1.840 0.241
C -4.578 -0.657 0.012
N -5.892 -0.628 0.208
C -6.505 0.514 -0.035
C -5.828 1.643 -0.476
C -4.464 1.495 -0.664
N -3.836 0.355 -0.426
C -2.053 -3.064 -0.238
C -0.710 -3.316 -0.042
C 2.029 -1.903 -1.242
C 3.119 -1.199 -2.059
N 3.523 0.090 -1.540
C 2.838 1.276 -2.025
C 1.560 1.647 -1.306
C 0.342 1.061 -1.635
C -0.797 1.306 -0.889
C -0.728 2.170 0.189
F -1.826 2.408 0.930
C 0.467 2.805 0.497
F 0.534 3.672 1.524
C 1.603 2.546 -0.245
H 5.858 1.642 0.860
H 5.160 -0.186 2.229
H 6.657 -0.932 1.633
H 4.916 -1.778 0.216
H 5.776 -0.552 -0.735
H 3.894 1.064 0.239
H 1.754 -0.016 0.618
H 2.955 -0.729 1.723
H 1.726 -3.835 0.677
H 1.823 -2.662 2.002
H 0.022 -0.780 2.054
H -2.355 -0.298 1.684
H -7.574 0.515 0.135
H -6.331 2.576 -0.666
H -3.842 2.307 -1.018
H -2.657 -3.709 -0.857
H -0.256 -4.170 -0.524
H 1.068 -1.375 -1.354
H 1.907 -2.921 -1.618
H 4.009 -1.836 -2.059
H 2.787 -1.080 -3.091
H 2.634 1.121 -3.086
H 3.545 2.109 -1.936
H 0.281 0.402 -2.488
H -1.738 0.826 -1.108
H 2.517 3.055 0.019

Below is the molecule C15H20N2O4, with properties calculated with ωB97M-V/def2-TZVPD.

SMILES: CCCCOc1ccccc1[C@H]1NC(=O)CC[C@@H]1[N+](=O)[O-]
HOMO-LUMO gap: 9.379 eV
E: -993.990156 Ha
maximum force: 0.0182 Eh/bohr

Cartesian coordinates (Å):
C 1.207 3.717 1.455
C 2.365 2.770 1.165
C 2.703 2.649 -0.323
C 1.521 2.196 -1.188
O 0.810 1.093 -0.662
C 1.350 -0.157 -0.676
C 2.538 -0.506 -1.307
C 2.993 -1.811 -1.275
C 2.277 -2.789 -0.610
C 1.088 -2.452 0.013
C 0.613 -1.150 -0.008
C -0.720 -0.834 0.622
N -0.659 0.283 1.527
C -1.786 0.862 2.007
O -1.775 1.895 2.637
C -3.027 0.051 1.690
C -3.142 -0.225 0.184
C -1.785 -0.504 -0.467
N -1.842 -1.667 -1.371
O -1.276 -1.567 -2.432
O -2.410 -2.655 -0.971
H 1.085 3.839 2.528
H 0.270 3.334 1.061
H 1.397 4.695 1.017
H 3.259 3.126 1.682
H 2.140 1.778 1.565
H 3.533 1.948 -0.429
H 3.031 3.617 -0.706
H 1.856 1.989 -2.212
H 0.771 2.990 -1.230
H 3.108 0.234 -1.846
H 3.915 -2.061 -1.778
H 2.632 -3.806 -0.584
H 0.513 -3.213 0.518
H -1.075 -1.724 1.162
H 0.189 0.828 1.556
H -3.905 0.589 2.045
H -2.958 -0.891 2.238
H -3.605 0.634 -0.305
H -3.790 -1.092 0.036
H -1.418 0.342 -1.054

Below is the molecule C5H12N2O in a non-equilibrium geometry, with properties calculated with ωB97M-V/def2-TZVPD.

SMILES: CCN(C)CC(N)=O
HOMO-LUMO gap: 9.680 eV
E: -382.389017 Ha
maximum force: 0.1355 Eh/bohr

Cartesian coordinates (Å):
C -1.163 1.230 -1.737
C -1.635 0.472 -0.337
N -0.413 -0.317 0.175
C -0.807 -1.339 1.195
C 0.699 0.643 0.561
C 1.948 -0.252 0.691
N 2.385 -0.831 -0.487
O 2.660 -0.321 1.716
H -0.489 0.459 -2.213
H -0.463 2.047 -1.289
H -2.116 1.464 -2.266
H -1.693 1.297 0.321
H -2.298 -0.248 -0.547
H -0.118 -1.570 1.998
H -1.763 -0.964 1.840
H -1.250 -2.167 0.848
H 0.491 1.259 1.475
H 0.960 1.385 -0.177
H 3.238 -1.327 -0.511
H 1.827 -0.918 -1.256

Below is the ion C3H8FN2O with charge +1 in a non-equilibrium geometry, with properties calculated with ωB97M-V/def2-TZVPD.

SMILES: C[C@@H](F)O/[NH+]=C/N
charge: +1
HOMO-LUMO gap: 11.322 eV
E: -403.383550 Ha
maximum force: 0.1078 Eh/bohr

Cartesian coordinates (Å):
C -2.403 -0.644 -0.074
C -1.264 0.399 -0.260
F -1.626 1.584 -0.083
O -0.255 -0.033 0.931
N 1.024 0.364 0.853
C 1.818 -0.121 -0.012
N 3.005 0.350 -0.329
H -2.365 -1.452 -0.761
H -3.343 -0.175 -0.136
H -2.217 -1.097 0.824
H -0.652 0.284 -1.226
H 1.302 1.282 1.186
H 1.317 -0.862 -0.637
H 3.697 -0.322 -0.647
H 3.466 1.113 0.108

Below is the ion C4H9N2O2 with charge -1 in a non-equilibrium geometry, with properties calculated with ωB97M-V/def2-TZVPD.

SMILES: O=CNCCNC[O-]
charge: -1
HOMO-LUMO gap: 6.464 eV
E: -417.799428 Ha
maximum force: 0.0406 Eh/bohr

Cartesian coordinates (Å):
O 0.861 1.551 3.408
C 0.631 0.608 2.660
N -0.081 0.754 1.523
C -0.236 -0.340 0.575
C 0.527 -0.029 -0.747
N -0.507 0.315 -1.719
C -1.052 -0.946 -2.432
O -0.088 -1.775 -2.793
H 1.001 -0.408 2.857
H -0.469 1.638 1.252
H 0.183 -1.222 1.086
H -1.244 -0.629 0.249
H 1.125 -0.871 -1.109
H 1.180 0.840 -0.595
H -0.231 0.888 -2.506
H -1.717 -0.528 -3.203
H -1.738 -1.467 -1.668

Below is a cluster of 2 separate species, H2N4O2 in total in a non-equilibrium geometry, with properties calculated with ωB97M-V/def2-TZVPD.

SMILES: O/N=N\O.N#N
HOMO-LUMO gap: 11.638 eV
E: -370.624136 Ha
maximum force: 0.0499 Eh/bohr

Cartesian coordinates (Å):
O -1.462 -1.063 -0.023
N -0.392 -1.001 0.780
N 0.135 0.024 1.095
O -0.405 1.239 0.596
H -1.743 -0.165 -0.292
H 0.182 1.911 0.958
N 2.069 -0.041 -1.302
N 1.617 -0.904 -1.812

Below is a cluster of 2 separate species, C4H7N in total in a non-equilibrium geometry, with properties calculated with ωB97M-V/def2-TZVPD.

SMILES: CC#N.C=C
HOMO-LUMO gap: 10.626 eV
E: -211.289402 Ha
maximum force: 0.0594 Eh/bohr

Cartesian coordinates (Å):
C -3.318 0.408 -0.514
C -2.076 -0.090 0.071
N -1.223 -0.779 0.422
H -4.027 -0.440 -0.665
H -3.084 1.054 -1.507
H -3.962 0.957 0.168
C 2.816 0.625 -0.485
C 2.796 -0.520 0.104
H 3.683 1.212 -0.457
H 1.910 1.036 -0.754
H 3.699 -1.016 0.508
H 1.755 -0.845 0.255

Below is a structure of composition C26H46IrO2P2 in a non-equilibrium geometry, with properties calculated with ωB97M-V/def2-TZVPD.

charge: +1
<S²>: 6.028
2S+1: 5
HOMO-LUMO gap (spin up / spin down): 6.539 / 6.019 eV
E: -1955.261674 Ha
maximum force: 0.0601 Eh/bohr

Cartesian coordinates (Å):
Ir -0.344 0.343 0.055
C 0.288 -0.528 2.919
C -0.812 -0.941 1.964
C 0.629 -2.760 2.521
C 1.184 -1.583 3.115
C -0.542 -2.409 1.854
C 0.368 0.703 3.728
H -0.471 1.393 3.545
H 1.309 1.257 3.529
H 0.305 0.465 4.803
C 2.435 -1.531 3.880
H 2.913 -0.545 3.843
H 3.160 -2.252 3.482
H 2.245 -1.767 4.936
C 1.232 -4.113 2.630
H 1.248 -4.488 3.663
H 2.270 -4.149 2.260
H 0.657 -4.839 2.045
C -1.517 -3.414 1.411
H -1.916 -4.012 2.271
H -1.069 -4.114 0.681
H -2.373 -2.929 0.920
C -2.254 -0.688 2.310
H -2.508 -1.266 3.215
H -2.916 -1.003 1.483
H -2.500 0.364 2.507
C 0.191 3.465 -2.202
C -0.570 3.666 -0.979
C -2.046 3.947 -1.001
C -2.957 2.745 -1.409
C -2.216 1.464 -1.336
C -1.240 1.209 -2.320
C -1.204 1.926 -3.659
C -0.557 3.329 -3.531
H -2.242 4.818 -1.653
H -3.397 2.969 -2.402
H -2.353 4.296 -0.006
H -1.262 4.149 -3.721
H 1.122 4.060 -2.288
H -0.050 4.194 -0.173
H 0.178 3.463 -4.336
H -0.551 1.356 -4.337
H -1.047 0.125 -2.465
H -2.194 1.949 -4.133
H -3.816 2.722 -0.716
H -2.449 0.703 -0.551
P 0.525 1.841 -1.406
P -0.152 -1.524 -1.524
C 1.440 0.772 -2.558
C 0.948 -0.683 -2.794
H 2.441 0.763 -2.138
H 1.504 1.291 -3.512
H 0.412 -0.753 -3.759
H 1.827 -1.351 -2.866
C 0.525 -3.202 -1.469
H 0.538 -3.591 -0.443
H 1.550 -3.219 -1.854
H -0.091 -3.861 -2.098
C -1.904 -2.102 -1.852
H -1.991 -2.428 -2.903
H -2.667 -1.342 -1.631
H -2.088 -2.952 -1.175
C 1.882 2.674 -0.401
H 1.605 2.575 0.650
H 2.044 3.746 -0.610
H 2.765 2.074 -0.622
C -0.831 2.053 1.125
H -1.028 1.476 2.041
H -1.770 2.553 0.867
H -0.036 2.806 1.321
C 3.283 -1.921 0.431
O 1.903 -1.586 0.124
C 1.615 -0.246 0.359
O 2.520 0.458 0.822
H 3.609 -1.503 1.399
H 3.956 -1.539 -0.368
H 3.303 -3.023 0.490

Below is a cluster of 2 separate species, C7H15N in total, with properties calculated with ωB97M-V/def2-TZVPD.

SMILES: C/C=C/C.C=C(C)N
HOMO-LUMO gap: 9.376 eV
E: -330.423275 Ha
maximum force: 0.0176 Eh/bohr

Cartesian coordinates (Å):
C 0.262 -3.197 1.048
C 0.993 -1.987 1.545
C 1.524 -1.039 0.782
C 2.254 0.153 1.332
H 0.091 -3.107 -0.027
H 0.875 -4.086 1.211
H -0.698 -3.339 1.544
H 1.216 -1.961 2.611
H 1.275 -1.051 -0.273
H 2.568 -0.050 2.356
H 3.139 0.395 0.743
H 1.614 1.038 1.340
C -2.562 2.044 -0.528
C -1.469 1.869 -1.271
C -0.401 0.875 -0.909
N -1.273 2.468 -2.529
H -3.306 2.793 -0.777
H -2.611 1.623 0.467
H 0.580 1.291 -1.150
H -0.536 0.001 -1.555
H -0.435 0.570 0.129
H -0.976 1.793 -3.227
H -2.124 2.904 -2.861

Below is a structure of composition C14H18Cl2N2Os in a non-equilibrium geometry, with properties calculated with ωB97M-V/def2-TZVPD.

<S²>: 6.016
2S+1: 5
HOMO-LUMO gap (spin up / spin down): 6.097 / 6.804 eV
E: -1664.594125 Ha
maximum force: 0.2208 Eh/bohr

Cartesian coordinates (Å):
Os 0.794 -0.348 -0.118
Cl 0.126 -2.532 -0.709
Cl 1.693 1.702 0.615
C 2.275 -0.453 -1.096
H 3.047 0.338 -1.256
H 2.486 -1.344 -1.693
C -0.676 0.453 -1.135
C 0.641 0.318 -1.852
H -1.105 0.724 -0.082
C 0.634 -0.415 -3.158
H 0.856 1.392 -2.047
C -0.544 -0.141 -4.158
H 1.615 -0.264 -3.615
H 0.590 -1.477 -2.962
C -1.834 -0.115 -3.340
H -0.381 0.846 -4.645
H -0.549 -0.926 -4.958
C -1.651 0.913 -2.167
H -2.703 0.167 -3.957
H -2.012 -1.117 -2.921
H -1.276 1.827 -2.712
H -2.641 1.139 -1.697
N -1.099 -1.897 3.503
C -0.693 -1.952 2.209
N -0.323 -0.713 1.824
C -0.530 0.171 2.912
C -0.356 1.520 3.068
C -0.530 2.097 4.337
C -0.926 1.286 5.429
C -1.171 -0.077 5.249
C -0.990 -0.614 3.994
H -1.443 -2.720 4.019
H -0.682 -2.823 1.603
H -0.056 2.127 2.193
H -0.359 3.161 4.479
H -1.037 1.758 6.403
H -1.491 -0.740 6.055

Below is a cluster of 2 separate species, C6H12O in total in a non-equilibrium geometry, with properties calculated with ωB97M-V/def2-TZVPD.

SMILES: C/C=C\C=C\C.O
HOMO-LUMO gap: 8.866 eV
E: -310.948458 Ha
maximum force: 0.0563 Eh/bohr

Cartesian coordinates (Å):
C 1.060 1.633 1.428
C 0.955 1.067 0.035
C 0.261 0.010 -0.428
C -0.963 -0.480 0.266
C -2.159 0.109 0.185
C -3.362 -0.667 0.633
H 0.369 1.034 2.038
H 1.997 1.267 1.844
H 1.129 2.721 1.378
H 1.653 1.496 -0.691
H 0.796 -0.804 -0.921
H -0.918 -1.489 0.675
H -2.225 1.193 0.141
H -3.685 -1.470 -0.030
H -4.285 -0.126 0.853
H -3.111 -1.150 1.588
O 3.421 -1.236 -1.829
H 3.660 -2.164 -2.056
H 3.020 -0.960 -2.685

Below is the molecule C8H12F5NO3 in a non-equilibrium geometry, with properties calculated with ωB97M-V/def2-TZVPD.

SMILES: CNCOC(=O)OCCCC(F)(F)C(F)(F)F
HOMO-LUMO gap: 10.441 eV
E: -1091.767625 Ha
maximum force: 0.0745 Eh/bohr

Cartesian coordinates (Å):
C 0.684 2.932 -1.153
N 0.039 2.066 -2.204
C -1.306 1.742 -1.669
O -1.993 0.714 -2.426
C -2.023 -0.502 -1.664
O -2.936 -0.622 -0.841
O -1.045 -1.459 -1.977
C -0.502 -2.110 -0.801
C 0.916 -1.470 -0.342
C 0.761 -0.304 0.746
C 1.279 -0.679 2.201
F 2.505 -1.379 2.222
F 1.522 0.570 2.867
C 0.137 -1.394 3.083
F -1.006 -0.574 3.171
F -0.229 -2.635 2.545
F 0.618 -1.501 4.408
H 0.564 2.513 -0.091
H 0.113 3.926 -1.170
H 1.796 3.070 -1.333
H 0.641 1.226 -2.252
H -1.951 2.686 -1.549
H -1.176 1.334 -0.597
H -0.238 -3.181 -1.129
H -1.227 -2.223 0.064
H 1.358 -0.979 -1.283
H 1.643 -2.294 -0.053
H 1.400 0.573 0.391
H -0.343 -0.044 0.833

Below is a cluster of 2 separate species, C5H7NO in total in a non-equilibrium geometry, with properties calculated with ωB97M-V/def2-TZVPD.

HOMO-LUMO gap: 10.255 eV
E: -324.641831 Ha
maximum force: 0.0248 Eh/bohr

Cartesian coordinates (Å):
C -1.063 0.491 1.036
C -0.469 -0.851 0.751
C -0.082 -1.356 -0.432
C -0.144 -0.636 -1.706
O -0.113 0.582 -1.813
C 2.586 1.762 0.938
N 1.907 1.427 0.042
H -0.271 1.176 1.354
H -1.782 0.421 1.858
H -1.537 0.936 0.161
H -0.355 -1.504 1.616
H 1.251 1.186 -0.693
H 0.271 -2.380 -0.490
H -0.198 -1.256 -2.623

Below is the molecule C4H9NO2, with properties calculated with ωB97M-V/def2-TZVPD.

SMILES: C/N=C/OCCO
HOMO-LUMO gap: 10.830 eV
E: -363.015339 Ha
maximum force: 0.0099 Eh/bohr

Cartesian coordinates (Å):
C -2.278 0.702 -0.077
N -0.981 0.120 -0.350
C -0.754 -1.053 0.065
O 0.424 -1.675 0.009
C 1.588 -0.901 -0.348
C 1.714 0.404 0.451
O 1.347 1.539 -0.282
H -2.144 1.554 0.600
H -2.716 1.086 -1.002
H -2.984 0.000 0.388
H -1.501 -1.692 0.547
H 2.414 -1.589 -0.148
H 1.574 -0.670 -1.419
H 1.114 0.284 1.368
H 2.748 0.552 0.771
H 0.435 1.340 -0.572